[1]
# C7H16O2

2 unconnected molecules or ions with the total composition C7H16O2 in a non-equilibrium geometry (ωB97M-V with the def2-TZVPD basis set, the Open Molecules 2025 dataset).

Element x y z (Å)
1 C -1.32007 3.52878 0.81665
2 C -0.57306 2.23833 0.66697
3 O -0.07599 1.87825 -0.39706
4 O -0.32783 1.59645 1.74078
5 H -1.23536 4.02698 -0.17254
6 H -2.38234 3.18776 0.98685
7 H -0.88303 4.15745 1.52123
8 H 0.39251 0.98466 1.53066
9 C 3.10519 -1.12452 -0.47818
10 C 1.58633 -1.23713 0.04528
11 C 0.21006 -1.04421 -0.75723
12 C -0.82255 -1.69787 -0.03649
13 C -2.30802 -1.43341 -0.76128
14 H 3.09698 -1.75199 -1.48810
15 H 3.38014 0.08313 -0.68641
16 H 3.86037 -1.31140 0.28047
17 H 1.65882 -0.65627 0.95156
18 H 1.48272 -2.19136 0.54116
19 H 0.14546 0.09408 -0.61670
20 H 0.32348 -1.08875 -1.81566
21 H -0.76384 -1.53478 1.09072
22 H -0.55548 -2.83656 -0.13762
23 H -2.34913 -1.73730 -1.86755
24 H -3.11493 -1.83016 -0.17562
25 H -2.53044 -0.30015 -0.78186

SMILES ... CC(=O)O.CCCCC
Electronic energy ... -11611.2306 eV
ΔE to the lowest compared entry with this formula, charge and spin ... 3.020 eV
E_HOMO ... -9.41 eV

Population analysis type Mulliken, resulting atomic charges in e: -1.018 0.853 -0.642 -0.448 0.278 0.280 0.339 0.311 -1.103 -0.789 0.031 -0.269 -1.090 0.263 0.198 0.349 0.262 0.481 -0.183 0.504 0.257 0.276 0.278 0.369 0.211

***

[2]
# C5H6N

A molecular structure, C5H6N in a non-equilibrium geometry (ωB97M-V with the def2-TZVPD basis set, the Open Molecules 2025 dataset).

Element x y z (Å)
1 C -0.57064 -0.60332 0.86396
2 C -0.80747 -1.62515 1.48503
3 C -1.89127 -0.48461 -0.15649
4 C -0.05151 0.63398 0.19606
5 C 1.27206 0.66470 -0.61566
6 N -1.29540 0.53731 -0.57497
7 H -1.32262 -2.48949 1.78306
8 H -2.87560 -0.90964 -0.29206
9 H -0.10103 1.53882 0.79042
10 H 1.94598 1.08537 0.12806
11 H 0.97197 1.10567 -1.48802
12 H 1.62859 -0.30569 -0.72604

Net charge ... +1
Electronic energy ... -6758.9730 eV
ΔE to the lowest compared entry with this formula, charge and spin ... 6.204 eV
E_HOMO ... -15.63 eV

Population analysis type Mulliken, resulting atomic charges in e: 0.078 -0.235 0.003 0.331 -1.226 -0.280 0.436 0.420 0.346 0.372 0.378 0.377

***

Repeat the second record exactly.
# C5H6N

A molecular structure, C5H6N in a non-equilibrium geometry (ωB97M-V with the def2-TZVPD basis set, the Open Molecules 2025 dataset).

Element x y z (Å)
1 C -0.57064 -0.60332 0.86396
2 C -0.80747 -1.62515 1.48503
3 C -1.89127 -0.48461 -0.15649
4 C -0.05151 0.63398 0.19606
5 C 1.27206 0.66470 -0.61566
6 N -1.29540 0.53731 -0.57497
7 H -1.32262 -2.48949 1.78306
8 H -2.87560 -0.90964 -0.29206
9 H -0.10103 1.53882 0.79042
10 H 1.94598 1.08537 0.12806
11 H 0.97197 1.10567 -1.48802
12 H 1.62859 -0.30569 -0.72604

Net charge ... +1
Electronic energy ... -6758.9730 eV
ΔE to the lowest compared entry with this formula, charge and spin ... 6.204 eV
E_HOMO ... -15.63 eV

Population analysis type Mulliken, resulting atomic charges in e: 0.078 -0.235 0.003 0.331 -1.226 -0.280 0.436 0.420 0.346 0.372 0.378 0.377